Record 1
This record from OMol25 describes an isolated molecule of C4H6O2. The level of theory is ωB97M-V with the def2-TZVPD basis set.

Summary:
Energy relative to the best compared isomer or geometry (same formula, charge and spin), kJ/mol: 171.44
SMILES string: C[C@H]1OCC1=O
Frontier orbital gap, Ha: 0.397
HOMO energy, eV: -9.942
Max |F|, eV Å⁻¹: 0.94

Cartesian coordinates (Å):
1 C -1.6200 -0.4208 -0.3150
2 C -0.2675 -0.3150 0.4287
3 O 0.8898 -1.0359 -0.0649
4 C 1.7349 0.1210 -0.0406
5 C 0.5195 0.9921 0.2051
6 O 0.2659 2.1593 0.1077
7 H -2.2770 0.4500 -0.1370
8 H -1.4598 -0.4547 -1.3987
9 H -2.1888 -1.3087 -0.0213
10 H -0.2850 -0.6085 1.4725
11 H 2.2110 0.2247 -1.0120
12 H 2.4771 0.1965 0.7755

Forces on atoms 1 to 6 (eV/Å):
C 0.31 -0.21 0.06
C -0.62 0.52 -0.22
O -0.08 -0.24 -0.22
C 0.32 0.27 -0.35
C -0.19 0.37 -0.05
O 0.04 -0.76 0.18

Here are the Löwdin charges for atoms 1 to 6, given in e: C -0.016; C -0.265; O -0.090; C -0.094; C -0.320; O 0.127

Record 2
This record from OMol25 describes a 4-piece molecular cluster, C3H12O4S overall. The level of theory is ωB97M-V with the def2-TZVPD basis set.

Summary:
Energy relative to the best compared isomer or geometry (same formula, charge and spin), kJ/mol: 21.74
SMILES string: O=CCCS.O.O.O
Frontier orbital gap, Ha: 0.346
HOMO energy, eV: -9.166
Max |F|, eV Å⁻¹: 1.53

Cartesian coordinates (Å):
1 O -1.7259 1.6714 1.7296
2 C -1.7499 0.5337 1.3349
3 C -0.5652 -0.4091 1.4416
4 C 0.7594 0.2904 1.6353
5 S 2.2126 -0.8369 1.4721
6 H -2.7028 0.1599 0.9152
7 H -0.6396 -1.1861 0.6809
8 H -0.6834 -0.9866 2.3720
9 H 0.9248 1.1384 0.9609
10 H 0.8025 0.8311 2.5807
11 H 2.9644 -0.0667 2.2054
12 O -0.5988 0.2249 -2.1581
13 H -0.7393 0.6427 -3.0169
14 H -0.4075 -0.6940 -2.3895
15 O 0.1085 2.5543 -0.7255
16 H -0.0266 1.7492 -1.2642
17 H -0.2649 2.4813 0.1622
18 O 0.5458 -2.4494 -2.8160
19 H 1.4233 -2.2909 -2.4675
20 H 0.3625 -3.3577 -2.6533

Forces on atoms 1 to 6 (eV/Å):
O 0.28 0.15 -0.05
C 0.04 -0.02 0.26
C -0.37 -0.35 0.78
C 0.83 1.13 -0.62
S -1.22 -0.26 -0.29
H 0.21 -0.35 -0.04

Here are the Löwdin charges for atoms 1 to 6, given in e: O 0.048; C -0.249; C -0.231; C -0.560; S 0.696; H 0.126